(1)
C32H29ClCoN3O2Sb | ωB97M-V/def2-TZVPD

Last column: Löwdin spin population.
Element x y z (Å)
Co  0.713  0.093  -0.471  2.717
C  1.144  0.589  -4.153  0.000
C  0.667  -0.770  -3.732  0.002
C  0.154  -1.648  -4.686  0.001
C  -0.247  -2.909  -4.301  -0.001
C  -0.076  -3.287  -2.977  0.001
C  0.445  -2.369  -2.082  0.004
N  0.769  -1.119  -2.447  0.027
Sb  0.949  -3.200  -0.143  0.006
C  0.621  -1.935  1.605  0.005
C  0.384  -2.640  2.775  0.002
C  0.189  -1.943  3.959  -0.001
C  0.248  -0.565  3.939  0.001
C  0.494  0.090  2.736  0.003
C  0.581  1.582  2.671  0.003
N  0.669  -0.589  1.598  0.033
C  2.863  -2.127  -0.348  0.002
C  4.089  -2.776  -0.390  0.002
C  5.256  -2.032  -0.475  -0.001
C  5.165  -0.654  -0.495  0.001
C  3.912  -0.052  -0.448  0.003
C  3.782  1.442  -0.462  0.005
N  2.790  -0.779  -0.395  0.031
H  1.661  0.522  -5.110  0.000
H  1.817  1.008  -3.408  0.000
H  0.305  1.277  -4.276  0.000
H  0.077  -1.325  -5.716  0.000
H  -0.664  -3.600  -5.023  0.000
H  -0.351  -4.280  -2.642  0.000
H  0.326  -3.720  2.754  0.000
H  -0.015  -2.472  4.881  0.000
H  0.094  0.017  4.838  0.000
H  -0.222  2.051  3.240  0.000
H  0.512  1.919  1.640  0.004
H  1.531  1.927  3.088  0.000
H  4.125  -3.857  -0.350  0.000
H  6.222  -2.520  -0.514  0.000
H  6.052  -0.035  -0.542  0.000
H  4.714  1.916  -0.157  0.000
H  2.982  1.765  0.203  0.003
H  3.533  1.797  -1.465  0.000
O  -1.569  -2.871  0.089  0.004
C  -1.832  -1.644  0.136  0.006
O  -1.155  -0.750  -0.448  0.047
C  -2.979  -1.191  0.995  0.001
C  -3.130  0.161  1.283  0.000
C  -4.154  0.585  2.118  0.000
C  -5.032  -0.343  2.662  0.000
C  -4.881  -1.694  2.378  0.000
C  -3.853  -2.119  1.551  0.000
H  -2.440  0.871  0.851  0.000
H  -4.263  1.640  2.339  0.000
H  -5.833  -0.013  3.312  0.000
H  -5.567  -2.416  2.804  0.000
H  -3.710  -3.168  1.324  0.000
Cl  -2.525  1.696  -2.184  0.002
C  -1.987  2.792  -0.937  0.010
C  -2.955  3.556  -0.303  -0.001
C  -2.588  4.480  0.661  0.011
C  -1.241  4.644  0.956  -0.001
C  -0.291  3.865  0.319  0.010
C  -0.622  2.882  -0.626  0.008
C  0.405  2.019  -1.242  0.037
H  -3.993  3.423  -0.582  0.000
H  -3.342  5.078  1.155  0.001
H  -0.929  5.384  1.682  0.000
H  0.759  4.009  0.554  0.000
H  1.350  2.564  -1.315  0.008
H  0.096  1.768  -2.254  0.004

Cartesian forces, eV/Å:
Co 0.009 -0.026 0.074
C 0.012 0.003 -0.006
C -0.030 -0.007 -0.005
C -0.012 0.009 0.012
C 0.005 0.002 0.011
C -0.011 0.000 -0.016
C -0.037 0.024 0.002
N 0.110 -0.055 -0.085
Sb 0.001 0.090 0.002
C -0.025 0.048 -0.011
C -0.006 0.013 0.017
C 0.001 0.009 -0.015
C -0.008 -0.011 -0.003
C -0.019 0.018 -0.015
C 0.015 0.008 -0.028
N 0.041 -0.116 0.018
C -0.008 0.007 -0.009
C 0.017 -0.006 0.005
C -0.007 -0.016 0.000
C -0.017 0.009 0.019
C 0.015 0.010 -0.016
C 0.021 -0.013 -0.019
N -0.049 0.039 -0.030
H 0.002 -0.009 0.003
H 0.005 -0.009 -0.012
H -0.004 -0.005 -0.009
H 0.000 -0.001 0.003
H 0.002 0.004 0.002
H 0.005 0.007 0.004
H 0.001 0.002 -0.001
H 0.003 0.003 0.000
H 0.004 -0.002 -0.003
H -0.005 -0.008 -0.006
H -0.006 -0.002 0.017
H -0.001 -0.004 0.002
H -0.001 0.006 -0.002
H -0.004 0.003 0.002
H -0.006 -0.006 0.001
H -0.004 -0.010 -0.003
H 0.001 0.006 0.010
H -0.016 -0.014 0.015
O 0.007 0.003 0.029
C 0.153 -0.056 -0.072
O -0.168 0.088 0.166
C -0.002 0.023 -0.033
C -0.023 0.001 0.019
C 0.009 -0.002 0.011
C 0.000 0.002 0.012
C -0.003 0.002 -0.005
C -0.002 -0.014 -0.020
H 0.015 0.025 -0.044
H -0.005 -0.010 -0.006
H 0.002 -0.002 -0.007
H 0.004 0.001 0.001
H 0.000 0.013 0.004
Cl 0.009 -0.026 0.007
C 0.017 -0.022 0.052
C 0.013 -0.004 -0.030
C -0.008 0.014 0.001
C 0.001 0.001 0.019
C 0.003 -0.019 0.008
C -0.062 -0.012 0.004
C 0.058 -0.081 -0.129
H 0.012 0.000 0.008
H 0.007 -0.003 -0.007
H 0.000 -0.001 -0.004
H -0.009 -0.002 0.000
H -0.009 0.025 0.055
H -0.012 0.056 0.032

Properties
- HOMO energy (spin up / spin down) (eV) = -7.1 / -7.5
- spin multiplicity = 4
- total charge = 0

***

(2)
C46H33N6O4PW | ωB97M-V/def2-TZVPD

Last column: Löwdin charge in e.
Element x y z (Å)
W  1.018  -0.506  -0.230  1.628
O  3.893  -3.184  1.371  0.160
C  2.920  -2.566  1.036  -0.443
N  2.868  -1.451  0.219  -0.021
C  4.033  -0.871  -0.230  -0.448
O  5.143  -0.922  0.224  0.162
C  3.755  -0.153  -1.529  -0.169
C  4.784  0.278  -2.341  0.047
C  4.476  0.779  -3.594  0.003
C  3.150  0.805  -4.000  -0.008
C  2.171  0.374  -3.124  -0.106
N  2.461  -0.072  -1.892  -0.020
C  1.537  -3.078  1.352  -0.185
C  1.373  -4.219  2.113  0.052
C  0.094  -4.713  2.298  0.007
C  -0.972  -4.068  1.683  -0.007
C  -0.727  -2.931  0.942  -0.111
N  0.505  -2.421  0.801  -0.031
H  5.797  0.181  -1.974  0.140
H  5.260  1.118  -4.257  0.130
H  2.868  1.151  -4.984  0.124
H  1.132  0.377  -3.412  0.111
H  2.256  -4.681  2.532  0.143
H  -0.072  -5.596  2.901  0.128
H  -1.984  -4.436  1.777  0.122
H  -1.514  -2.400  0.433  0.081
C  0.975  -4.260  -2.623  0.003
C  -0.290  -4.270  -3.178  0.000
C  -1.087  -3.135  -3.071  0.027
C  -0.601  -2.045  -2.375  -0.191
N  0.605  -2.066  -1.769  -0.034
C  1.387  -3.139  -1.920  -0.073
C  -1.265  -0.709  -2.371  -0.200
C  -2.443  -0.445  -3.038  0.022
C  -2.838  0.881  -3.188  0.005
C  -2.015  1.885  -2.718  0.029
C  -0.855  1.552  -2.031  -0.211
N  -0.520  0.265  -1.808  0.001
C  0.368  2.585  -0.022  -0.335
C  0.276  4.083  0.260  -0.187
C  2.028  4.103  2.092  0.025
C  2.912  3.220  1.614  -0.003
C  2.632  2.049  0.792  -0.059
N  1.582  1.734  0.135  0.008
H  1.644  -5.104  -2.714  0.128
H  -0.655  -5.136  -3.715  0.130
H  -2.055  -3.102  -3.547  0.120
H  2.355  -3.099  -1.441  0.121
H  -3.035  -1.242  -3.461  0.123
H  -3.758  1.118  -3.705  0.133
H  -2.248  2.930  -2.872  0.137
H  -0.812  4.232  0.250  0.158
H  2.408  4.849  2.781  0.127
H  3.940  3.292  1.946  0.119
H  3.415  1.295  0.825  0.121
O  2.078  -1.282  3.487  0.154
C  1.144  -0.735  2.964  -0.533
O  1.200  -0.125  1.789  -0.306
C  -0.232  -0.687  3.554  -0.132
C  -0.432  -1.170  4.837  0.014
C  -1.698  -1.137  5.406  -0.032
C  -2.763  -0.626  4.683  -0.041
C  -2.576  -0.155  3.388  -0.056
C  -1.309  -0.182  2.809  -0.255
P  -1.081  0.426  1.111  1.091
C  -2.773  0.672  0.467  -0.350
C  -3.593  -0.424  0.186  -0.106
C  -4.882  -0.249  -0.290  -0.061
C  -5.377  1.033  -0.498  -0.056
C  -4.583  2.132  -0.211  -0.056
C  -3.294  1.952  0.272  -0.079
C  -0.444  2.095  1.164  -0.291
C  0.169  2.519  -1.555  -0.171
C  0.371  3.948  -2.026  -0.009
C  0.683  4.764  -1.019  0.026
C  0.565  4.184  1.754  -0.194
C  -0.207  2.924  2.189  0.046
H  0.421  -1.559  5.378  0.132
H  -1.849  -1.503  6.412  0.120
H  -3.751  -0.592  5.124  0.118
H  -3.425  0.232  2.844  0.105
H  -3.252  -1.433  0.378  0.093
H  -5.507  -1.111  -0.483  0.116
H  -6.386  1.173  -0.862  0.117
H  -4.970  3.133  -0.345  0.118
H  -2.698  2.822  0.517  0.101
H  1.088  2.041  -1.899  0.110
H  0.438  4.203  -3.075  0.122
H  0.995  5.792  -1.127  0.124
H  0.137  5.074  2.212  0.154
H  -0.483  2.736  3.219  0.137

Cartesian forces, eV/Å:
W -0.484 0.185 0.854
O 0.012 0.025 0.038
C 0.008 -0.076 -0.018
N -0.094 0.057 -0.006
C 0.123 0.106 -0.096
O -0.002 -0.014 0.037
C -0.116 0.013 -0.084
C -0.060 -0.037 0.058
C 0.090 0.025 -0.057
C -0.100 -0.039 0.063
C 0.300 -0.027 -0.015
N -0.106 0.103 -0.176
C -0.005 0.030 -0.060
C -0.034 0.000 -0.034
C 0.053 -0.005 0.026
C -0.027 0.035 -0.040
C 0.051 -0.038 0.076
N 0.104 0.009 -0.124
H 0.003 0.001 -0.007
H -0.003 0.007 -0.002
H 0.011 0.001 -0.004
H -0.007 0.007 -0.021
H -0.008 -0.008 0.010
H -0.004 -0.007 -0.007
H -0.001 -0.001 0.004
H -0.056 0.017 0.004
C 0.116 0.085 0.095
C -0.154 0.092 -0.040
C 0.196 -0.121 0.044
C -0.094 0.421 0.023
N -0.165 -0.055 -0.051
C -0.200 -0.127 -0.082
C 0.294 -0.354 0.045
C 0.002 0.264 0.016
C 0.000 -0.174 -0.015
C 0.145 0.067 0.064
C -0.317 0.007 -0.138
N 0.108 -0.281 0.022
C 0.111 -0.121 -0.081
C -0.051 0.033 0.002
C 0.018 -0.025 0.009
C -0.070 -0.098 -0.089
C 0.031 0.138 0.131
N -0.008 -0.052 0.040
H -0.013 -0.010 -0.011
H 0.028 -0.014 0.003
H -0.014 -0.003 0.003
H 0.019 -0.002 -0.016
H -0.003 -0.014 -0.003
H -0.001 0.016 0.002
H -0.021 -0.007 -0.011
H 0.013 0.032 -0.006
H -0.022 0.007 0.006
H 0.004 0.000 -0.005
H -0.014 -0.016 -0.032
O 0.031 0.086 0.014
C -0.318 -0.118 -0.007
O 0.342 -0.003 -0.169
C 0.051 0.021 -0.025
C -0.010 0.008 0.007
C 0.026 -0.011 -0.003
C -0.012 -0.004 -0.026
C 0.027 -0.040 0.094
C -0.047 0.035 0.025
P 0.195 -0.110 -0.429
C -0.086 0.043 0.034
C 0.025 -0.040 0.017
C 0.015 0.035 -0.009
C -0.037 -0.017 -0.013
C 0.035 0.001 0.021
C -0.009 0.018 0.023
C -0.042 0.002 0.205
C 0.113 -0.004 -0.024
C 0.038 0.016 0.025
C -0.026 -0.008 -0.036
C 0.033 -0.056 0.043
C 0.082 0.046 -0.077
H 0.002 0.006 0.003
H 0.000 -0.003 0.001
H -0.003 0.007 -0.002
H -0.004 0.017 -0.021
H 0.046 -0.020 -0.015
H -0.003 -0.004 0.000
H -0.002 -0.006 0.004
H -0.004 0.001 -0.002
H -0.006 -0.005 0.001
H -0.009 0.046 -0.012
H -0.017 -0.020 -0.012
H 0.001 0.011 0.036
H -0.011 0.012 -0.024
H 0.000 0.002 0.006

Properties
- HOMO energy (eV) = -12.9
- spin multiplicity = 1
- total charge = +2

***

(3)
C5H10BrCl | ωB97M-V/def2-TZVPD

Last column: Löwdin charge in e.
Element x y z (Å)
C  -1.979  1.129  0.375  -0.209
C  0.360  -1.030  -1.500  -0.112
C  1.810  -0.408  0.442  -0.192
C  -0.879  0.267  0.924  -0.782
C  0.666  0.091  -0.497  -0.910
Cl  0.877  1.624  -1.055  0.747
Br  -0.202  0.695  2.575  0.761
H  -2.815  1.195  1.167  0.094
H  -1.641  2.172  0.151  0.066
H  -2.383  0.532  -0.477  0.083
H  0.438  -1.972  -0.943  0.082
H  -0.507  -0.911  -2.120  0.069
H  1.209  -1.090  -2.158  0.069
H  2.010  0.341  1.261  0.029
H  2.796  -0.542  -0.116  0.102
H  1.412  -1.324  0.838  0.055
H  -1.170  -0.769  1.132  0.047

Cartesian forces, eV/Å:
C -0.963 -0.203 1.030
C 0.766 0.466 1.015
C 0.522 1.810 -0.865
C 1.401 -1.697 -3.070
C -1.563 -3.160 4.181
Cl 0.368 2.587 -1.359
Br 0.716 1.239 1.799
H 1.154 -0.001 -1.213
H -0.324 -1.021 -0.159
H 0.160 1.027 0.241
H -0.750 0.132 -0.226
H -0.641 -0.013 0.045
H 0.508 0.182 -0.572
H -0.245 -0.929 -0.895
H -1.340 -0.073 0.526
H 0.420 -0.527 0.472
H -0.188 0.181 -0.949

Properties
- HOMO energy (eV) = -8.7
- spin multiplicity = 1
- total charge = 0

***

Results for F_max: 0.25, 1.00, 5.47 (in eV Å⁻¹, following the order of the records).
Results for energy: -3634.78801, -2810.26355, -3230.64120 (in a.u., following the order of the records).
Results for ΔE to the lowest compared entry with this formula, charge and spin: 0.0000, 4.2486, 1.4414 (in eV, following the order of the records).